Molecular formula: C15H36BO3Si
Method: DFT, ωB97M-V/def2-TZVPD

Last columns: bonded neighbours and bond lengths (Å).
Element x y z (Å)
1 C -1.09 -1.81 0.09  C2 1.525, H15 1.090, H16 1.086, H17 1.087
2 C -0.22 -0.60 0.37  C1 1.525, O3 1.420, H18 1.092, H19 1.083
3 O 1.10 -0.77 -0.14  C2 1.420, C4 1.432
4 C 2.13 -0.39 0.78  O3 1.432, C5 1.538, H20 1.091, H21 1.091
5 C 2.04 1.07 1.24  C4 1.538, C6 1.526, H22 1.090, H23 1.083
6 C 1.94 1.41 2.73  C5 1.526, O7 1.427, C10 1.553, H24 1.097
7 O 1.62 2.80 2.70  C6 1.427, B8 1.517
8 B 0.11 2.91 2.81  O7 1.517, O9 1.522, H25 1.230, H26 1.232
9 O -0.37 1.47 2.92  B8 1.522, C10 1.403
10 C 0.74 0.92 3.58  C6 1.553, O9 1.403, Si11 1.885, H27 1.110
11 Si 0.58 -0.79 4.37  C10 1.885, C12 1.880, C13 1.896, C14 1.895
12 C 0.75 -2.36 3.36  Si11 1.880, H28 1.088, H29 1.083, H30 1.092
13 C 1.86 -0.86 5.77  Si11 1.896, H31 1.087, H32 1.089, H33 1.088
14 C -1.12 -0.85 5.20  Si11 1.895, H34 1.090, H35 1.085, H36 1.088
15 H -1.89 -1.83 0.84  C1 1.090
16 H -1.57 -1.78 -0.88  C1 1.086
17 H -0.51 -2.73 0.22  C1 1.087
18 H -0.69 0.27 -0.10  C2 1.092
19 H -0.22 -0.37 1.43  C2 1.083
20 H 2.24 -1.10 1.60  C4 1.091
21 H 3.04 -0.52 0.18  C4 1.091
22 H 2.94 1.58 0.91  C5 1.090
23 H 1.25 1.55 0.67  C5 1.083
24 H 2.83 1.20 3.33  C6 1.097
25 H -0.26 3.54 3.80  B8 1.230
26 H -0.31 3.41 1.76  B8 1.232
27 H 0.88 1.55 4.48  C10 1.110
28 H 1.79 -2.61 3.15  C12 1.088
29 H 0.21 -2.41 2.43  C12 1.083
30 H 0.38 -3.19 3.97  C12 1.092
31 H 1.81 -1.80 6.32  C13 1.087
32 H 1.64 -0.04 6.45  C13 1.089
33 H 2.87 -0.69 5.41  C13 1.088
34 H -1.85 -0.56 4.44  C14 1.090
35 H -1.20 -0.18 6.05  C14 1.085
36 H -1.37 -1.87 5.47  C14 1.088
37 C -2.25 1.32 -6.80  C38 1.526, H43 1.091, H44 1.092, H45 1.093
38 C -0.92 0.67 -6.43  C37 1.526, C39 1.528, H46 1.093, H47 1.094
39 C -1.07 -0.61 -5.61  C38 1.528, C40 1.529, H48 1.093, H49 1.096
40 C -1.75 -0.43 -4.25  C39 1.529, C41 1.528, H50 1.095, H51 1.095
41 C -1.07 0.57 -3.32  C40 1.528, C42 1.526, H52 1.093, H53 1.094
42 C 0.35 0.16 -2.93  C41 1.526, H54 1.087, H55 1.088, H56 1.094
43 H -2.81 1.62 -5.91  C37 1.091
44 H -2.09 2.21 -7.40  C37 1.092
45 H -2.87 0.63 -7.38  C37 1.093
46 H -0.30 1.39 -5.88  C38 1.093
47 H -0.37 0.43 -7.34  C38 1.094
48 H -0.09 -1.06 -5.46  C39 1.093
49 H -1.65 -1.34 -6.19  C39 1.096
50 H -1.80 -1.41 -3.76  C40 1.095
51 H -2.79 -0.12 -4.40  C40 1.095
52 H -1.67 0.65 -2.41  C41 1.093
53 H -1.07 1.56 -3.77  C41 1.094
54 H 0.36 -0.81 -2.44  C42 1.087
55 H 0.78 0.89 -2.24  C42 1.088
56 H 1.00 0.12 -3.80  C42 1.094

The total charge is -1. Its spin multiplicity is 1. The orbital gap is 6.7 eV. The value obtained for the HOMO energy is -3.90 eV. For the LUMO energy, the calculation gives 2.8 eV. The calculation puts the total energy at -1133.26417 Ha.